# 1
64
Properties=species:S:1:pos:R:3:forces:R:3:lowdin_charge:R:1 method="wB97M-V/def2-TZVPD" total_energy_ev=-230505.6901 homo_lumo_gap_ev="6.177 / 6.216" multiplicity=6 total_charge=-1 e_above_lowest_ev=0.610 e_lumo_ev="1.2 / 1.2"
Mn -9.6234 -10.1522 0.2664 -0.63 1.27 0.56 0.324
Br -7.8392 -11.9070 0.5761 0.11 -0.21 0.02 -0.022
Br -11.6512 -8.6224 0.0007 0.10 -0.42 -0.23 -0.069
B -8.5874 -7.4235 2.3166 -0.62 0.72 -0.51 -1.256
F -7.4478 -7.4066 3.1024 0.15 -0.08 0.24 0.119
F -8.6788 -8.7239 1.6877 0.11 -0.56 0.00 -0.023
F -9.7590 -7.2075 3.0453 0.42 -0.15 0.07 0.106
F -8.4761 -6.4662 1.2796 0.12 -0.24 0.17 0.083
C -4.0895 -6.6954 -2.1789 -0.47 0.13 0.31 -0.078
C -5.0463 -6.2073 -3.0654 0.47 0.56 0.05 -0.085
C -6.3878 -6.4647 -2.8786 -0.07 -0.44 -0.65 -0.010
C -6.7532 -7.3296 -1.8742 0.44 0.23 0.49 -0.132
C -5.8337 -7.8444 -0.9783 -0.08 -0.30 0.05 0.026
C -4.5054 -7.4890 -1.1123 0.38 -0.09 -0.25 -0.061
N -8.1552 -7.6802 -1.6960 0.00 0.55 -0.52 -0.308
O -8.3700 -8.5373 -0.8827 -0.23 -0.80 0.35 -0.040
O -8.9738 -7.1046 -2.3737 -0.17 -0.11 -0.02 0.109
H -3.0497 -6.4113 -2.2685 0.02 -0.07 -0.13 0.098
H -4.7701 -5.5406 -3.8747 0.15 -0.12 0.01 0.101
H -7.1132 -6.1048 -3.5926 -0.15 0.12 0.20 0.118
H -6.1489 -8.5464 -0.2166 -0.09 0.22 0.09 0.130
H -3.7873 -7.8685 -0.3954 -0.01 0.03 -0.05 0.108
C -8.4414 -14.6443 -4.8052 0.43 0.15 -0.14 -0.094
C -7.9295 -14.1705 -3.6098 -0.08 0.09 0.23 -0.057
C -8.3481 -12.9412 -3.1163 0.44 -0.34 0.47 -0.004
C -9.2986 -12.2403 -3.8110 -0.61 0.10 -0.40 -0.154
C -9.8134 -12.6696 -5.0203 0.25 -0.30 -0.47 -0.006
C -9.3524 -13.8757 -5.5150 0.08 -0.26 -0.36 -0.094
N -9.9100 -11.0607 -3.1819 0.96 -0.32 0.89 -0.316
O -9.4984 -10.8233 -2.0542 -0.20 0.23 -0.46 -0.049
O -10.7600 -10.4624 -3.7690 -0.59 0.47 -0.40 0.131
H -8.0745 -15.5633 -5.2450 -0.11 -0.12 0.17 0.106
H -7.2581 -14.7523 -2.9921 0.16 -0.04 -0.22 0.115
H -7.9532 -12.5661 -2.1767 -0.21 0.00 0.03 0.056
H -10.4996 -12.0964 -5.6226 -0.19 0.22 0.34 0.121
H -9.6890 -14.2456 -6.4767 -0.12 0.14 0.04 0.107
C -10.0626 -12.9974 6.7174 0.13 -0.54 -0.25 -0.093
C -11.1182 -12.1223 6.9188 -0.12 -0.06 -0.37 -0.081
C -11.4644 -11.2298 5.9111 -0.43 -0.15 -0.09 -0.001
C -10.7617 -11.2495 4.7178 0.22 0.23 0.68 -0.131
C -9.6685 -12.0628 4.5391 0.42 -0.95 -0.44 0.008
C -9.3577 -13.0014 5.5138 -0.07 0.67 0.71 -0.063
N -11.1603 -10.3624 3.6188 0.06 -0.12 0.01 -0.309
O -10.6001 -10.5611 2.5640 0.12 0.01 -0.20 -0.031
O -12.0207 -9.5487 3.8308 -0.22 0.19 0.00 0.116
H -9.8091 -13.7450 7.4630 -0.07 0.15 0.06 0.098
H -11.7401 -12.2087 7.7999 0.15 0.20 0.12 0.100
H -12.3291 -10.5865 6.0078 0.12 0.07 -0.02 0.118
H -9.0903 -12.0528 3.6230 -0.17 0.21 -0.08 0.100
H -8.5269 -13.6809 5.3903 0.02 0.00 -0.15 0.103
C -10.8697 -16.3410 -1.9833 0.19 -0.04 0.13 -0.071
C -10.9883 -15.0646 -2.5277 0.41 -0.46 0.18 -0.058
C -11.2348 -13.9991 -1.6828 -0.37 0.25 0.04 0.013
C -11.3208 -14.2320 -0.3216 -0.13 -0.32 0.01 -0.131
C -11.2243 -15.4928 0.2286 0.08 -0.49 0.38 0.001
C -10.9936 -16.5636 -0.6130 -0.15 0.04 -1.00 -0.069
N -11.4524 -13.0894 0.5818 0.29 0.00 -0.04 -0.306
O -11.0747 -12.0342 0.1155 -0.38 0.22 0.07 -0.060
O -11.8587 -13.2701 1.7079 0.00 0.04 -0.09 0.109
H -10.6355 -17.2009 -2.6018 -0.06 0.17 -0.18 0.103
H -10.7466 -14.9081 -3.5721 -0.49 0.06 0.04 0.087
H -11.4304 -12.9990 -2.0501 0.30 -0.05 0.02 0.122
H -11.3007 -15.6595 1.2937 -0.02 0.28 0.03 0.122
H -10.9137 -17.5942 -0.2978 0.02 0.13 0.50 0.103



# 2
59
Properties=species:S:1:pos:R:3:forces:R:3:lowdin_charge:R:1 method="wB97M-V/def2-TZVPD" total_energy_ev=-162527.2333 homo_lumo_gap_ev="3.323 / 3.327" total_charge=-2 e_above_lowest_ev=0.350 e_lumo_ev="3.8 / 3.8"
Ti 0.0252 0.8008 0.4700 -0.41 0.35 0.06 0.967
C -2.5323 0.5778 2.4993 -0.02 -0.04 -0.04 -0.082
N -2.0219 1.5507 1.5411 0.14 -0.02 -0.04 -0.320
C -3.0348 1.8411 0.5352 0.00 0.03 0.00 -0.076
C -1.5594 2.7672 2.2035 -0.03 0.04 0.05 -0.195
C -0.2871 2.5246 3.0385 -0.04 0.06 0.02 -0.220
N 0.3713 1.3074 2.6038 0.28 -0.13 -0.08 -0.073
C 1.3547 0.8090 3.3583 0.07 0.05 0.14 -0.187
C 1.6799 -0.5685 3.2193 -0.01 -0.05 0.02 -0.164
F 0.9106 -1.3057 2.3923 0.07 -0.01 -0.03 0.054
C 2.6729 -1.1888 3.9293 -0.01 -0.03 -0.01 -0.230
F 2.8917 -2.5087 3.7325 -0.01 0.01 0.00 0.062
C 3.4370 -0.5186 4.8738 0.00 0.05 0.00 0.019
C 3.1267 0.8136 5.0575 0.01 -0.04 0.00 -0.239
F 3.8411 1.5320 5.9601 -0.02 0.00 -0.02 0.048
C 2.1377 1.4626 4.3480 -0.03 -0.02 -0.04 -0.139
F 1.9779 2.7899 4.5918 0.00 -0.03 -0.01 0.051
H -3.4155 0.9774 3.0255 0.00 0.00 0.00 0.084
H -1.7557 0.3356 3.2219 -0.01 0.00 0.00 0.082
H -2.8058 -0.3339 1.9681 0.01 0.00 0.00 0.090
H -3.9570 2.2287 1.0006 0.01 0.00 -0.01 0.086
H -3.2679 0.9300 -0.0171 -0.01 0.00 0.01 0.091
H -2.6528 2.5743 -0.1741 0.00 0.00 0.00 0.091
H -2.3585 3.1815 2.8434 0.01 0.00 -0.01 0.116
H -1.3398 3.4933 1.4231 0.00 -0.01 0.00 0.108
H -0.5512 2.4498 4.1036 0.00 0.00 -0.02 0.111
H 0.3418 3.4128 2.9250 0.00 -0.01 0.02 0.112
H 4.2291 -1.0056 5.4199 0.00 0.00 0.01 0.114
O -2.2615 -1.9773 -1.4094 0.16 0.04 -0.15 -0.013
C -1.5788 -0.9896 -1.1264 -0.24 -0.17 0.26 -0.625
O -0.9792 -0.8363 0.0502 -0.03 0.03 0.14 -0.194
C -1.3468 0.1771 -1.9632 -0.07 0.00 -0.31 -0.238
C -1.6718 0.3453 -3.2937 -0.20 -0.22 0.18 -0.062
C -1.3697 1.5213 -3.9721 0.04 0.07 -0.06 -0.136
C -0.7506 2.5483 -3.2236 -0.02 0.14 0.15 -0.045
C -0.4366 2.3681 -1.9089 0.03 0.16 -0.19 -0.220
N -0.6535 1.1610 -1.2540 0.53 -0.26 -0.40 -0.069
C 0.2580 3.3128 -1.0094 -0.05 0.11 -0.05 -0.581
O 0.4987 4.4924 -1.2615 0.01 -0.08 -0.08 0.000
O 0.5498 2.7222 0.1238 -0.07 -0.01 0.26 -0.146
H -2.1792 -0.4777 -3.7884 0.00 -0.01 0.04 0.106
H -1.6066 1.6520 -5.0194 -0.01 -0.01 0.00 0.059
H -0.5022 3.5035 -3.6720 0.01 0.02 0.04 0.105
Cl 2.3267 -0.0609 -1.9262 -0.02 -0.03 0.04 0.370
C 2.0232 0.0871 -0.1056 -0.10 -0.02 -0.03 -0.639
H 2.8025 0.7818 0.2209 -0.03 -0.01 0.04 -0.017
H 2.2902 -0.9101 0.2513 0.01 0.04 0.10 -0.076
Br 1.7335 -6.7479 -2.2945 0.00 0.01 -0.04 0.643
C 1.0512 -5.2263 -3.2129 -0.02 -0.02 0.12 -0.736
C 0.8239 -5.3602 -4.5765 0.02 -0.04 0.03 -0.169
C 0.3287 -4.2876 -5.2953 -0.03 0.13 0.02 -0.104
C 0.0594 -3.0868 -4.6482 0.01 -0.07 -0.08 -0.070
C 0.2827 -2.9621 -3.2896 0.01 -0.06 0.06 -0.137
C 0.7838 -4.0347 -2.5505 0.04 0.12 -0.14 -0.727
I 1.1202 -3.6906 -0.5329 0.00 -0.11 0.05 1.016
H 1.0411 -6.3020 -5.0617 0.00 0.00 0.01 0.084
H 0.1587 -4.3910 -6.3599 -0.01 0.01 0.00 0.093
H -0.3230 -2.2346 -5.1945 -0.01 0.00 0.00 0.104
H 0.0693 -2.0275 -2.7900 0.03 0.05 -0.02 0.063



# 3
48
Properties=species:S:1:pos:R:3:forces:R:3:lowdin_charge:R:1 method="wB97M-V/def2-TZVPD" total_energy_ev=-69348.5834 homo_lumo_gap_ev="6.405 / 8.051" multiplicity=8 total_charge=0 e_lumo_ev="-2.0 / -0.4"
C -1.2006 -1.8609 1.6752 0.38 -1.08 -0.43 -0.228
C -1.0174 -1.9371 0.2491 0.62 -0.76 0.62 -0.220
C 0.3941 -2.0171 0.0009 -0.36 -0.99 0.83 -0.242
H -1.7948 -2.0085 -0.5189 0.31 0.26 0.45 0.093
C 1.0728 -2.0017 1.2628 -0.80 -0.98 -0.01 -0.245
C 0.0918 -1.9222 2.2972 -0.59 -0.59 -0.33 -0.244
H 0.2635 -1.8767 3.3750 0.03 0.01 -0.52 0.112
H -2.1578 -1.8444 2.2024 0.39 0.16 -0.23 0.112
H 0.8925 -2.1904 -0.9496 -0.22 0.34 0.15 0.096
H 2.1365 -2.1192 1.4251 -0.11 0.24 -0.12 0.111
Gd 0.0404 0.2178 1.0784 0.75 3.36 -0.50 1.147
Cl 2.3032 1.1245 0.5009 0.02 -0.03 -0.13 -0.113
P -0.0162 0.3846 -2.6427 0.01 0.06 1.61 1.048
C 1.2162 -0.7077 -3.4029 0.28 -0.22 -0.50 -0.387
C 0.9536 -1.4756 -4.5515 0.39 0.06 0.22 -0.093
H -0.0279 -1.4642 -5.0271 0.23 0.07 0.19 0.105
C 1.9649 -2.2702 -5.0942 0.18 -0.01 0.15 -0.080
H 1.7572 -2.8887 -5.9697 0.09 0.22 0.23 0.106
C 3.2349 -2.2886 -4.5098 -0.11 -0.02 0.20 -0.080
H 4.0174 -2.9242 -4.9207 -0.18 0.15 0.01 0.103
C 3.5016 -1.5303 -3.3630 -0.12 -0.12 -0.21 -0.075
H 4.4837 -1.5538 -2.8860 -0.28 -0.03 -0.23 0.110
C 2.4977 -0.7497 -2.8075 -0.52 0.10 -0.16 -0.107
H 2.6929 -0.1639 -1.9063 -0.08 -0.13 -0.22 0.050
C -1.6406 -0.1019 -3.2885 -0.42 -0.04 -0.43 -0.372
C -2.0349 -1.4560 -3.2037 -0.08 0.42 -0.15 -0.132
H -1.3317 -2.2159 -2.8543 -0.15 0.25 -0.09 0.104
C -3.3233 -1.8339 -3.5753 -0.03 0.30 0.00 -0.081
H -3.6261 -2.8812 -3.4766 0.07 0.42 -0.13 0.109
C -4.2248 -0.8637 -4.0358 0.03 0.08 0.28 -0.086
H -5.2462 -1.1533 -4.2775 0.24 0.05 -0.07 0.101
C -3.8510 0.4845 -4.1033 -0.05 -0.34 0.16 -0.082
H -4.5701 1.2433 -4.4254 0.26 -0.32 0.07 0.107
C -2.5668 0.8679 -3.7209 0.22 -0.47 -0.03 -0.084
H -2.2773 1.9182 -3.7648 -0.03 -0.26 -0.01 0.102
C 0.3465 2.0524 -3.2538 0.14 0.33 -0.38 -0.382
C 0.9022 2.2475 -4.5298 -0.23 0.44 0.22 -0.073
H 1.1650 1.3971 -5.1606 -0.14 0.17 0.21 0.107
C 1.1151 3.5455 -4.9958 -0.02 0.13 0.20 -0.076
H 1.5334 3.7066 -5.9907 -0.11 -0.05 0.29 0.106
C 0.7975 4.6428 -4.1877 0.01 -0.18 0.21 -0.078
H 0.9688 5.6559 -4.5473 -0.04 -0.23 0.02 0.104
C 0.2924 4.4514 -2.8954 0.02 0.02 -0.18 -0.080
H 0.0597 5.2993 -2.2470 0.15 -0.21 -0.29 0.109
C 0.0790 3.1626 -2.4225 0.06 -0.53 -0.53 -0.107
H -0.2971 3.0050 -1.4102 0.09 0.02 -0.26 0.090
N 0.2313 1.7950 4.2958 -0.09 -1.75 -2.26 -0.068
C 0.1987 1.0991 3.3396 -0.23 1.67 2.07 -0.419



# 4
53
Properties=species:S:1:pos:R:3:forces:R:3:lowdin_charge:R:1 method="wB97M-V/def2-TZVPD" total_energy_ev=-53323.5002 homo_lumo_gap_ev=5.395 total_charge=-1 e_lumo_ev=2.4
F 2.8684 1.2425 2.0338 0.17 -0.64 0.51 0.094
C 2.5620 0.0711 2.6717 -0.82 -0.11 -0.17 -0.536
F 3.2472 -0.9231 2.0280 0.00 0.60 0.50 0.092
F 3.0863 0.1609 3.9363 0.29 0.03 -0.60 0.090
C 1.0848 -0.1887 2.6890 1.20 0.13 -0.03 -0.183
C 0.6218 -1.5059 2.7084 -0.42 0.21 -0.15 -0.053
C -0.7351 -1.7404 2.6134 -0.02 0.07 -0.03 -0.062
C -1.6625 -0.6642 2.4855 0.11 0.22 0.14 -0.273
C -3.0347 -0.8884 2.2427 0.19 -0.65 0.04 -0.167
C -3.9690 0.1231 2.3304 -1.55 1.01 0.21 -0.369
N -4.8144 0.9417 2.3991 1.05 -0.73 -0.17 0.076
C -1.1536 0.6593 2.6297 0.38 0.04 0.01 -0.040
C 0.2077 0.8938 2.7009 -0.63 -0.32 -0.05 -0.040
H 1.3268 -2.3328 2.7779 -0.14 0.16 -0.07 0.110
H -1.1141 -2.7643 2.6204 0.06 0.24 -0.05 0.100
H -3.3919 -1.9059 2.1022 -0.04 0.18 0.07 0.089
H -1.8439 1.5034 2.6400 0.10 -0.25 -0.07 0.100
H 0.5841 1.9130 2.7499 -0.02 -0.20 -0.04 0.113
C -9.8134 -3.2985 -0.6100 0.46 0.83 0.14 -0.068
O -9.2580 -1.9978 -0.3185 -0.33 -0.54 -0.15 -0.100
C -7.9402 -1.7331 -0.5076 0.97 0.01 -0.20 -0.269
C -7.5247 -0.4253 -0.1554 -0.46 -0.95 -0.25 0.000
C -6.1951 -0.0848 -0.2391 0.83 -0.16 -0.07 -0.035
C -5.2278 -1.0170 -0.6847 -0.68 -0.62 -0.05 -0.203
C -3.8022 -0.6921 -0.7494 1.00 0.53 -0.25 -0.148
N -2.9574 -1.4937 -1.3042 0.38 0.06 -0.89 -0.045
S -1.3771 -1.0347 -1.7667 -0.86 0.14 1.47 0.652
C -0.6910 -2.5417 -2.4552 0.07 -0.33 -0.27 -0.269
C -0.0933 -3.4761 -1.6025 -0.07 -0.02 -0.15 -0.042
C 0.5557 -4.5883 -2.1392 -0.15 0.23 -0.07 -0.039
C 0.6345 -4.7794 -3.5238 -0.23 0.33 0.17 -0.281
C 1.3639 -5.9721 -4.0755 0.08 -0.12 -0.09 -0.063
C 0.0313 -3.8374 -4.3671 0.09 -0.13 0.24 -0.044
C -0.6252 -2.7250 -3.8424 -0.09 0.04 0.36 -0.052
O -1.4693 -0.0771 -2.8391 -0.06 -0.23 0.04 -0.313
O -0.6031 -0.7361 -0.5868 -0.21 -0.08 -0.64 -0.287
C -5.6605 -2.2811 -1.1157 -0.12 0.26 0.25 -0.025
C -6.9959 -2.6588 -1.0203 -0.64 0.45 0.25 -0.017
H -10.8573 -3.1760 -0.3250 0.05 -0.26 -0.10 0.086
H -9.7363 -3.5389 -1.6781 0.03 0.06 0.19 0.090
H -9.3446 -4.0881 -0.0084 -0.02 0.20 -0.11 0.093
H -8.2811 0.2692 0.1995 0.19 -0.07 -0.02 0.118
H -5.8701 0.9034 0.0752 -0.03 -0.18 0.03 0.095
H -3.5444 0.3043 -0.3545 0.14 -0.29 -0.24 0.133
H -0.1287 -3.3252 -0.5266 0.01 0.06 -0.15 0.114
H 1.0228 -5.3180 -1.4741 -0.13 0.23 -0.14 0.116
H 1.3362 -5.9682 -5.1676 0.04 -0.06 0.09 0.070
H 2.4137 -5.9758 -3.7580 -0.17 0.03 -0.06 0.082
H 0.9189 -6.9107 -3.7242 0.03 0.16 -0.06 0.081
H 0.0896 -3.9789 -5.4490 -0.04 0.09 0.30 0.108
H -1.0795 -1.9930 -4.5037 0.07 -0.04 0.15 0.110
H -4.9174 -2.9689 -1.5137 -0.15 0.09 0.12 0.109
H -7.3117 -3.6550 -1.3356 0.10 0.30 0.11 0.099